{"formula": "C23H26N2O2", "method": "the ωB97M-V functional and the def2-TZVPD basis", "elements": ["C", "C", "C", "C", "C", "C", "C", "C", "H", "H", "H", "H", "N", "C", "O", "C", "C", "H", "C", "H", "C", "N", "C", "O", "C", "C", "H", "H", "C", "C", "C", "C", "C", "C", "C", "H", "H", "H", "H", "H", "H", "H", "H", "H", "H", "H", "H", "H", "H", "H", "H", "H", "H"], "xyz": [[-4.819, -0.984, -1.697], [-3.619, -1.043, -0.803], [-2.563, -1.874, -1.106], [-1.426, -1.948, -0.293], [-1.375, -1.145, 0.859], [-2.444, -0.307, 1.169], [-3.559, -0.246, 0.357], [-4.693, 0.666, 0.707], [-4.873, 1.380, -0.097], [-4.479, 1.217, 1.619], [-5.611, 0.097, 0.852], [-2.389, 0.307, 2.058], [-0.264, -1.211, 1.655], [0.844, -1.987, 1.422], [1.791, -1.946, 2.197], [0.781, -2.816, 0.223], [-0.306, -2.781, -0.580], [-0.335, -3.384, -1.477], [2.016, -3.603, -0.101], [1.768, -4.499, -0.670], [2.979, -2.730, -0.928], [3.258, -1.480, -0.262], [2.501, -0.384, -0.518], [1.762, -0.318, -1.483], [2.692, 0.760, 0.460], [3.314, 1.996, -0.199], [4.250, 1.713, -0.686], [3.546, 2.722, 0.584], [2.385, 2.646, -1.232], [1.109, 3.122, -0.598], [-0.039, 2.340, -0.653], [-1.208, 2.763, -0.046], [-1.244, 3.972, 0.629], [-0.105, 4.756, 0.691], [1.062, 4.333, 0.081], [1.948, 4.952, 0.128], [-0.128, 5.702, 1.215], [-2.157, 4.304, 1.102], [-2.093, 2.146, -0.103], [-0.008, 1.393, -1.173], [2.154, 1.914, -2.006], [2.908, 3.488, -1.690], [1.706, 1.031, 0.844], [3.310, 0.435, 1.298], [3.662, -1.563, 0.661], [2.520, -2.478, -1.888], [3.918, -3.265, -1.099], [2.506, -3.888, 0.832], [-0.224, -0.620, 2.478], [-2.599, -2.487, -1.995], [-4.707, -1.667, -2.535], [-4.957, 0.023, -2.089], [-5.722, -1.253, -1.150]], "forces_ev_per_angstrom": [[0.025, 0.024, 0.045], [0.072, -0.105, -0.077], [0.024, 0.149, 0.210], [-0.190, 0.380, 0.306], [-0.356, -0.247, -0.595], [-0.058, -0.061, -0.044], [0.250, -0.112, 0.084], [0.046, -0.023, 0.002], [-0.075, 0.084, -0.031], [-0.028, 0.052, 0.048], [-0.109, 0.026, 0.014], [-0.011, 0.095, 0.096], [0.105, 0.203, 0.297], [-0.254, 0.084, 0.176], [0.197, -0.057, 0.173], [-0.132, -0.328, -0.294], [0.393, -0.050, 0.392], [0.038, -0.094, -0.110], [0.130, 0.255, -0.085], [-0.011, -0.044, 0.024], [-0.030, -0.262, -0.106], [0.288, -0.232, 0.069], [0.429, 0.263, 0.391], [-0.348, 0.102, -0.324], [0.057, 0.039, -0.072], [-0.134, -0.128, -0.125], [0.067, 0.048, 0.044], [0.054, -0.017, -0.016], [0.145, 0.005, 0.029], [0.024, 0.017, -0.141], [-0.049, -0.005, -0.049], [-0.098, 0.029, 0.032], [-0.118, 0.034, 0.072], [-0.009, 0.099, 0.085], [-0.001, -0.026, 0.002], [0.101, 0.064, -0.009], [-0.003, 0.070, 0.030], [-0.069, 0.032, 0.029], [-0.073, -0.045, -0.015], [0.043, -0.112, -0.071], [0.043, 0.111, -0.036], [-0.024, -0.007, -0.033], [0.026, -0.094, 0.080], [-0.076, -0.002, 0.030], [-0.145, 0.162, -0.058], [0.131, -0.097, 0.078], [-0.078, 0.021, -0.072], [-0.035, -0.107, -0.066], [0.101, -0.142, -0.109], [-0.018, -0.075, -0.122], [-0.038, -0.026, -0.065], [-0.094, 0.055, -0.077], [-0.125, -0.005, -0.036]], "nbo_charge": [-0.625, -0.047, -0.148, -0.136, 0.264, -0.260, 0.028, -0.639, 0.222, 0.218, 0.222, 0.209, -0.576, 0.630, -0.662, -0.099, -0.108, 0.213, -0.438, 0.217, -0.216, -0.618, 0.694, -0.661, -0.504, -0.369, 0.206, 0.204, -0.437, -0.020, -0.235, -0.202, -0.232, -0.225, -0.174, 0.199, 0.209, 0.207, 0.209, 0.240, 0.241, 0.209, 0.235, 0.217, 0.408, 0.228, 0.198, 0.231, 0.414, 0.208, 0.218, 0.217, 0.215], "relative_energy_kcal_mol": 0.00, "max_force_ev_per_a": 0.736, "lumo_ev": 0.38, "orbital_gap_ev": 8.485, "energy_ha": -1152.1160}


{"formula": "C4H9NS", "method": "the ωB97M-V functional and the def2-TZVPD basis", "elements": ["C", "C", "C", "C", "H", "H", "H", "H", "H", "H", "H", "H", "H", "N", "S"], "xyz": [[0.592, 1.703, -0.575], [0.959, 0.823, 0.878], [0.573, -0.456, 0.167], [1.961, -1.181, -0.207], [0.985, 1.016, -1.438], [0.875, 2.868, -0.495], [-0.552, 1.599, -0.843], [0.410, 0.981, 1.866], [2.070, 1.010, 0.918], [2.574, -0.651, -1.184], [1.806, -2.232, -0.308], [3.009, -1.001, 0.527], [-2.753, -1.043, -0.047], [-0.451, -0.938, -0.161], [-1.861, -0.082, 0.035]], "forces_ev_per_angstrom": [[-1.475, 0.580, 0.613], [-1.078, 1.824, -2.675], [10.642, 1.645, 3.185], [3.588, 2.482, -0.417], [0.218, 2.042, 1.549], [-0.380, -2.935, -0.618], [2.218, 0.789, 0.942], [0.536, 0.374, -1.671], [-1.376, -0.723, 0.503], [-2.423, -1.662, 2.164], [0.123, -0.654, -0.542], [-3.659, -0.577, -1.293], [-0.145, -0.869, -0.188], [-5.858, -3.592, -2.292], [-0.930, 1.275, 0.741]], "nbo_charge": [-0.649, -0.491, 0.310, -0.660, 0.228, 0.233, 0.220, 0.244, 0.228, 0.223, 0.221, 0.211, 0.111, -0.602, 0.173], "relative_energy_kcal_mol": 97.87, "max_force_ev_per_a": 11.229, "lumo_ev": 0.88, "orbital_gap_ev": 9.479, "energy_ha": -610.5977}


{"formula": "C32H29BN3O7S2", "method": "the ωB97M-V functional and the def2-TZVPD basis", "elements": ["O", "B", "O", "O", "C", "C", "N", "N", "C", "C", "C", "C", "S", "C", "S", "N", "C", "C", "C", "C", "C", "C", "C", "C", "C", "C", "C", "C", "C", "H", "H", "H", "H", "H", "H", "H", "H", "H", "H", "H", "H", "H", "H", "H", "H", "H", "H", "H", "H", "H", "C", "C", "C", "O", "C", "C", "C", "O", "H", "H", "H", "H", "C", "C", "C", "O", "C", "C", "C", "O", "H", "H", "H", "H"], "xyz": [[4.639, -2.383, -0.291], [5.659, -1.697, -0.843], [6.755, -2.295, -1.388], [5.610, -0.249, -0.867], [4.545, 0.304, -1.440], [4.272, 0.061, -2.807], [3.263, 0.531, -3.470], [2.480, 1.331, -2.747], [2.641, 1.668, -1.480], [1.664, 2.623, -0.866], [0.178, 2.352, -1.203], [-0.608, 1.808, 0.012], [-2.284, 2.498, 0.123], [-3.059, 1.961, -1.414], [-2.687, 2.707, -2.820], [-3.904, 0.880, -1.299], [-4.622, 0.506, -2.504], [-4.165, -0.602, -3.205], [-4.817, -1.023, -4.357], [-5.934, -0.337, -4.817], [-6.371, 0.785, -4.115], [-5.724, 1.211, -2.967], [-4.767, 0.906, -0.136], [-5.000, -0.296, 0.517], [-5.808, -0.350, 1.641], [-6.404, 0.813, 2.119], [-6.197, 2.017, 1.461], [-5.385, 2.054, 0.333], [3.701, 1.139, -0.751], [4.701, -2.424, 0.681], [6.903, -1.977, -2.284], [4.951, -0.570, -3.362], [1.684, 1.709, -3.246], [1.823, 2.655, 0.206], [1.949, 3.611, -1.236], [0.033, 1.724, -2.078], [-0.273, 3.308, -1.442], [-0.124, 2.148, 0.921], [-0.620, 0.721, -0.003], [-3.307, -1.130, -2.815], [-4.426, -1.889, -4.870], [-6.448, -0.681, -5.699], [-7.237, 1.309, -4.490], [-6.083, 2.087, -2.448], [-4.537, -1.205, 0.157], [-5.974, -1.286, 2.149], [-7.010, 0.753, 3.011], [-6.645, 2.928, 1.821], [-5.229, 2.993, -0.186], [3.845, 1.367, 0.291], [-1.307, -2.019, 2.964], [-2.621, -2.208, 2.885], [-3.194, -3.278, 2.029], [-4.392, -3.439, 1.948], [-2.246, -4.131, 1.269], [-0.932, -3.941, 1.349], [-0.358, -2.870, 2.202], [0.840, -2.692, 2.271], [-0.868, -1.244, 3.579], [-3.330, -1.598, 3.429], [-2.686, -4.905, 0.652], [-0.223, -4.550, 0.802], [6.673, -0.684, 4.270], [7.538, 0.255, 4.647], [8.149, 1.187, 3.660], [8.936, 2.039, 4.001], [7.754, 1.031, 2.234], [6.888, 0.092, 1.866], [6.286, -0.832, 2.851], [5.496, -1.689, 2.487], [6.219, -1.374, 4.970], [7.839, 0.385, 5.678], [8.208, 1.717, 1.530], [6.561, -0.070, 0.846]], "forces_ev_per_angstrom": [[0.264, 0.167, 0.368], [0.605, -0.639, 0.066], [-0.829, 0.145, -0.284], [-0.598, -0.279, -1.015], [-0.006, 0.254, 0.633], [0.503, -0.575, -0.425], [-0.194, 0.449, 0.599], [-0.101, -0.070, -0.519], [-0.207, 0.298, 1.127], [-0.127, -0.207, -0.616], [0.048, 0.599, 0.810], [0.096, 0.035, -1.198], [-0.184, -0.118, 0.678], [0.606, -0.403, -0.435], [0.040, -0.065, -0.036], [-0.850, 1.592, 0.085], [0.210, -0.623, -0.476], [-0.180, 0.220, 0.218], [0.103, 0.065, 0.139], [0.410, 0.025, 0.428], [-0.098, -0.303, -0.340], [-0.005, -0.010, 0.067], [-0.106, -0.867, 0.621], [0.063, -0.289, 0.115], [-0.087, 0.412, -0.080], [0.160, -0.153, -0.051], [0.196, -0.264, -0.092], [0.046, 0.299, -0.220], [0.096, -0.101, -0.626], [-0.332, 0.100, 0.091], [0.741, 0.131, 0.107], [-0.018, -0.098, -0.161], [0.013, -0.055, -0.158], [0.091, -0.093, 0.127], [-0.016, 0.107, -0.048], [-0.005, -0.116, -0.029], [-0.037, 0.081, -0.226], [-0.145, 0.001, 0.248], [-0.122, -0.113, 0.208], [0.099, -0.090, -0.061], [-0.128, -0.070, -0.141], [-0.096, 0.061, -0.102], [-0.043, 0.170, 0.120], [0.000, 0.049, 0.108], [0.056, -0.017, -0.113], [0.038, -0.172, -0.014], [-0.123, 0.146, 0.028], [-0.093, 0.099, 0.033], [0.011, 0.068, 0.003], [-0.020, 0.051, 0.122], [-0.030, 0.019, -0.008], [0.035, 0.046, 0.023], [-0.038, 0.037, 0.023], [-0.001, -0.008, -0.036], [0.052, -0.018, -0.028], [-0.040, -0.005, -0.016], [-0.031, -0.027, 0.027], [0.048, 0.066, -0.065], [0.028, -0.019, 0.008], [-0.025, -0.017, -0.018], [-0.032, 0.001, 0.020], [0.028, 0.005, 0.025], [-0.040, -0.034, 0.062], [-0.042, -0.040, -0.056], [0.011, -0.006, 0.049], [-0.013, 0.011, -0.008], [-0.053, -0.008, -0.051], [-0.003, -0.103, 0.001], [-0.002, -0.072, 0.024], [0.009, 0.015, -0.047], [-0.007, -0.009, -0.018], [0.029, 0.025, -0.010], [0.041, 0.003, 0.036], [0.332, 0.305, 0.379]], "mulliken_charge": [-0.541, 0.923, -0.427, -0.595, 0.599, -0.272, -1.007, 0.500, 0.238, -1.110, -0.747, -0.756, -0.139, 0.363, -0.284, 0.562, -0.458, -0.228, -0.630, -0.453, -0.817, 0.186, -0.555, -0.333, -0.729, -0.452, -0.991, 0.437, -0.253, 0.376, 0.295, 0.459, 0.313, 0.414, 0.356, 0.439, 0.497, 0.467, 0.340, 0.433, 0.385, 0.418, 0.379, 0.418, 0.510, 0.544, 0.421, 0.413, 0.521, 0.561, -0.396, -0.159, 0.383, -0.549, -0.398, -0.421, 0.367, -0.574, 0.446, 0.427, 0.447, 0.438, -0.459, -0.446, 0.261, -0.514, -0.525, -0.155, 0.577, -0.598, 0.445, 0.420, 0.474, 0.520], "relative_energy_kcal_mol": 0.00, "max_force_ev_per_a": 1.807, "lumo_ev": -4.39, "orbital_gap_ev": 5.841, "energy_ha": -2748.7694, "charge": 1}


{"formula": "C10H7BeNO4", "method": "the ωB97M-V functional and the def2-TZVPD basis", "elements": ["Be", "O", "C", "C", "O", "C", "O", "C", "O", "C", "C", "C", "C", "N", "C", "C", "H", "H", "H", "H", "H", "H", "H"], "xyz": [[0.032, -1.474, -1.227], [-0.149, -3.693, 0.573], [-0.176, -3.019, -0.408], [-1.514, -1.247, -2.040], [-2.445, -1.036, -2.677], [0.976, -2.233, -2.400], [1.881, -2.518, -3.105], [-0.176, -3.253, -1.881], [-0.522, -4.306, -2.385], [0.104, 3.286, 2.197], [0.176, 2.043, 1.374], [-0.776, 1.046, 1.603], [-0.775, -0.086, 0.809], [0.162, -0.245, -0.153], [1.133, 0.670, -0.327], [1.163, 1.853, 0.396], [-0.877, 3.763, 2.066], [0.202, 3.062, 3.270], [0.874, 4.011, 1.917], [-1.545, 1.176, 2.378], [-1.545, -0.848, 0.933], [1.868, 0.452, -1.080], [1.929, 2.596, 0.168]], "forces_ev_per_angstrom": [[0.028, 4.179, 2.492], [-0.255, 1.650, -3.538], [0.286, -1.347, 6.190], [-4.976, 1.235, -3.567], [3.723, -0.755, 2.779], [4.096, -0.272, -2.596], [-2.820, 0.609, 1.793], [-1.128, -10.151, -4.996], [0.801, 4.307, 1.541], [0.111, 0.387, 0.032], [0.284, 0.649, 0.378], [-0.452, -0.744, -0.215], [-0.120, 0.917, 0.548], [0.042, -0.393, -0.354], [-0.123, 0.955, 0.472], [-0.179, -0.653, -0.263], [0.172, -0.115, 0.023], [0.001, -0.034, -0.309], [-0.137, -0.167, 0.086], [0.430, -0.100, -0.412], [0.250, 0.049, -0.103], [0.231, 0.005, -0.236], [-0.263, -0.211, 0.254]], "nbo_charge": [1.472, -0.125, 0.211, 0.389, -0.225, 0.144, -0.143, 0.233, -0.137, -0.668, 0.137, -0.204, 0.038, -0.761, 0.069, -0.208, 0.266, 0.271, 0.251, 0.270, 0.222, 0.226, 0.272], "relative_energy_kcal_mol": 126.66, "max_force_ev_per_a": 11.370, "lumo_ev": [-12.19, -11.95], "orbital_gap_ev": [5.569, 5.822], "energy_ha": -754.9150, "charge": 2}